[1]
The following is a quantum chemistry calculation of C19H20N2O5S2 in the gas phase at a distorted geometry, from the Open Molecules 2025 dataset.

Geometry (Å):
S1 7.050 0.608 0.538
S2 3.165 1.455 2.454
O1 8.260 0.050 1.067
O2 -6.303 0.255 -0.849
O3 7.306 1.820 -0.256
O4 -3.363 -1.318 2.674
O5 2.073 -0.285 -2.103
N1 0.626 1.315 1.311
N2 0.288 0.561 -0.958
C1 -3.617 -0.951 1.382
C2 3.978 0.516 0.105
C3 -6.621 -0.035 -2.223
C4 -5.023 -0.113 -0.451
C5 -4.842 -0.453 0.894
C6 6.208 -0.632 -0.444
C7 1.965 1.079 1.198
C8 -2.583 -1.125 0.477
C9 5.859 0.868 1.895
C10 -2.655 -0.770 -0.863
C11 4.425 0.924 1.369
C12 -1.462 -0.917 -1.794
C13 -0.659 0.362 -2.048
C14 1.648 0.303 -1.092
C15 4.908 0.016 -0.981
C16 -3.923 -0.291 -1.345
C17 -0.140 1.086 0.273
C18 2.533 0.592 0.039
C19 -4.034 -0.614 3.722
H1 -3.992 -0.028 -2.381
H2 -1.671 -1.507 0.913
H3 5.072 0.857 -1.689
H4 -0.779 -1.669 -1.443
H5 -6.153 0.704 -2.880
H6 -0.146 0.241 -3.000
H7 5.954 -1.510 0.159
H8 -7.676 0.015 -2.345
H9 4.417 -0.740 -1.597
H10 -5.695 -0.411 1.547
H11 -1.835 -1.230 -2.783
H12 5.968 0.008 2.541
H13 -4.996 -1.146 3.877
H14 6.117 1.751 2.498
H15 6.896 -0.921 -1.236
H16 -4.295 0.407 3.480
H17 -3.454 -0.649 4.660
H18 -1.336 1.210 -2.178
H19 -6.291 -1.035 -2.478
H20 -1.169 1.346 0.345

Cartesian forces, eV/Å:
1.5 1.5 -0.9
-0.8 -0.6 -1.4
0.0 -0.8 0.8
0.9 -0.4 0.0
-1.6 -1.3 0.9
0.3 0.6 -0.1
-0.6 1.0 0.8
-0.9 0.0 -0.5
0.3 1.7 2.1
-1.0 0.6 -0.8
0.4 -0.1 1.7
1.0 0.4 0.5
0.9 -0.8 -0.9
0.2 -0.2 0.6
-1.0 1.2 0.0
0.1 0.1 -0.3
1.0 0.0 0.1
-0.7 0.2 -0.7
-1.8 0.2 0.1
0.1 -0.4 -1.3
-1.1 0.3 -0.7
-0.4 -0.6 -0.1
1.4 -2.1 -1.7
-0.2 0.0 -0.6
0.5 0.1 1.3
1.9 -0.1 0.1
-0.1 0.7 0.3
-1.2 -1.1 0.2
-0.2 0.1 -0.4
0.3 -0.1 -0.2
0.4 -0.5 0.5
0.2 -0.4 0.2
0.0 -0.1 0.0
0.5 0.1 0.3
0.3 0.3 0.1
-0.8 0.2 0.2
-0.3 0.1 0.2
-0.2 0.2 0.2
0.0 -0.1 0.3
0.2 -0.3 0.1
0.4 0.3 0.3
0.2 -0.1 -0.5
0.1 0.1 0.0
0.3 0.3 -0.3
0.0 -0.1 -0.7
0.2 0.1 0.4
0.2 -0.2 -0.1
-0.7 0.0 0.0

ΔE to the lowest compared entry with this formula, charge and spin   18.7 kcal/mol
Charge   0
Lowest unoccupied orbital energy   0.00095 Eh
Total energy   -2018.0760 Ha
E_HOMO   -0.3138 hartree
Gap between HOMO and LUMO   0.31473 Eh
SMILES   COc1cc(CCn2cnc3sc4c(c3c2=O)CCS(=O)(=O)C4)cc(OC)c1

=====

[2]
The following is a quantum chemistry calculation of 2 unconnected molecules or ions with the total composition C2H6NO3 at a distorted geometry, from the Open Molecules 2025 dataset.

Geometry (Å):
O1 -0.355 1.385 0.819
O2 -0.725 0.746 -1.299
O3 2.116 0.456 0.496
N1 1.742 -0.419 -0.458
C1 -0.971 -0.962 0.334
C2 -1.141 0.493 0.007
H1 -2.186 0.911 0.110
H2 0.535 1.102 0.648
H3 0.042 0.187 -1.481
H4 -0.746 -0.984 1.411
H5 -0.464 -1.463 -0.367
H6 2.151 -1.453 -0.221

Cartesian forces, eV/Å:
-2.6 -0.5 0.7
-1.2 0.0 -1.4
-0.2 -1.6 -1.4
1.0 -1.0 1.4
-1.3 3.4 3.6
0.1 1.8 -0.3
0.8 -0.7 -0.1
2.0 -0.2 0.0
0.6 0.0 0.3
-0.1 -1.0 -0.5
1.6 -2.5 -2.2
-0.6 2.4 -0.2

ΔE to the lowest compared entry with this formula, charge and spin   147.5 kcal/mol
Charge   -1
Lowest unoccupied orbital energy (spin up / spin down)   0.13724 / 0.16462 Eh
Total energy   -360.1361 Ha
E_HOMO (spin up / spin down)   -0.0941 / -0.1154 hartree
Gap between HOMO and LUMO (spin up / spin down)   0.23137 / 0.28002 Eh

=====

[3]
The following is a quantum chemistry calculation of 2 unconnected molecules or ions with the total composition C3H8O3 at a distorted geometry, from the Open Molecules 2025 dataset.

Geometry (Å):
O1 0.375 0.649 -3.593
O2 -0.365 -0.837 1.438
O3 1.086 0.915 0.909
C1 0.412 -1.249 2.519
C2 0.068 0.262 0.725
C3 -0.832 0.455 -0.462
H1 -1.240 -0.437 -0.965
H2 -0.174 0.988 -1.168
H3 -0.482 0.951 -3.970
H4 0.265 -0.772 3.502
H5 -1.670 1.121 -0.191
H6 0.943 1.453 -3.594
H7 0.131 -2.313 2.597
H8 1.481 -1.186 2.253

Cartesian forces, eV/Å:
-0.3 1.1 -0.4
0.0 2.2 -0.6
-1.8 -1.4 0.5
1.2 -1.6 0.6
0.7 -0.7 -0.3
0.2 1.0 -0.7
0.4 0.2 0.7
-0.7 -0.2 0.1
0.9 -0.3 0.4
-0.3 0.3 -0.7
0.3 -0.2 -0.1
-0.6 -0.8 0.0
0.4 0.4 0.4
-0.4 0.0 0.2

ΔE to the lowest compared entry with this formula, charge and spin   19.7 kcal/mol
Charge   0
Lowest unoccupied orbital energy   0.02765 Eh
Total energy   -344.8170 Ha
E_HOMO   -0.3848 hartree
Gap between HOMO and LUMO   0.41245 Eh
SMILES   COC(C)=O.O